No. 1
DFT (ωB97M-V/def2-TZVPD) results for an isolated molecule of C3H5NO at a distorted geometry.

Each atom is followed by the atoms it is bonded to, with distances in Å.
Element x y z (Å)
1 C 1.066 -0.377 0.165  N2 1.226, C5 1.431, H6 1.278
2 N 0.834 0.046 -0.962  C1 1.226, O3 1.433
3 O -0.524 0.504 -0.977  N2 1.433, C4 1.465
4 C -1.128 0.192 0.321  O3 1.465, C5 1.434, H7 1.043, H8 1.167
5 C -0.022 -0.296 1.091  C1 1.431, C4 1.434, H9 1.120, H10 1.096
6 H 1.948 -1.225 0.535  C1 1.278
7 H -1.862 -0.546 0.384  C4 1.043
8 H -1.673 1.134 0.739  C4 1.167
9 H 0.047 -1.270 1.641  C5 1.120
10 H 0.397 0.439 1.788  C5 1.096

Output
Orbital gap   0.378 hartree
Relative energy (zero: lowest compared OMol25 entry of this formula, charge and spin)   81.71 kcal per mole
LUMO level   0.85 eV

***

No. 2
DFT (ωB97M-V/def2-TZVPD) results for a cluster of 5 separate species, H9O4S in total.

Each atom is followed by the atoms it is bonded to, with distances in Å.
Element x y z (Å)
1 S 1.676 -1.130 1.437  H2 1.325
2 H 2.116 -2.359 1.207  S1 1.325
3 H 1.774 0.155 -1.315  O5 0.981
4 H 0.269 -0.109 -1.456  O5 0.988
5 O 0.941 0.608 -1.567  H3 0.981, H4 0.988
6 H -1.829 0.900 0.862  O8 0.962
7 H -2.525 0.252 -0.352  O8 0.955
8 O -2.261 0.098 0.553  H6 0.962, H7 0.955
9 H 0.380 2.342 1.375  O11 0.962
10 H 0.654 1.432 0.041  O11 0.983
11 O 0.076 2.082 0.500  H9 0.962, H10 0.983
12 H -1.106 -1.080 -0.239  O14 0.977
13 H 0.293 -1.692 -0.209  O14 0.997
14 O -0.457 -1.499 -0.837  H12 0.977, H13 0.997

Output
Orbital gap   0.259 hartree
Net charge   -1
Relative energy (zero: lowest compared OMol25 entry of this formula, charge and spin)   17.04 kcal per mole
LUMO level   3.69 eV

***

- The highest relative energy (zero: lowest compared OMol25 entry of this formula, charge and spin) belongs to which entry?
  C3H5NO

***

- Look up the LUMO level of the first one.
  0.85 eV

***

Please write out number 2 again, unchanged.
DFT (ωB97M-V/def2-TZVPD) results for a cluster of 5 separate species, H9O4S in total.

Each atom is followed by the atoms it is bonded to, with distances in Å.
Element x y z (Å)
1 S 1.676 -1.130 1.437  H2 1.325
2 H 2.116 -2.359 1.207  S1 1.325
3 H 1.774 0.155 -1.315  O5 0.981
4 H 0.269 -0.109 -1.456  O5 0.988
5 O 0.941 0.608 -1.567  H3 0.981, H4 0.988
6 H -1.829 0.900 0.862  O8 0.962
7 H -2.525 0.252 -0.352  O8 0.955
8 O -2.261 0.098 0.553  H6 0.962, H7 0.955
9 H 0.380 2.342 1.375  O11 0.962
10 H 0.654 1.432 0.041  O11 0.983
11 O 0.076 2.082 0.500  H9 0.962, H10 0.983
12 H -1.106 -1.080 -0.239  O14 0.977
13 H 0.293 -1.692 -0.209  O14 0.997
14 O -0.457 -1.499 -0.837  H12 0.977, H13 0.997

Output
Orbital gap   0.259 hartree
Net charge   -1
Relative energy (zero: lowest compared OMol25 entry of this formula, charge and spin)   17.04 kcal per mole
LUMO level   3.69 eV